Computed, not measured: a single CH3IO2S molecule, with the ωB97M-V functional and the def2-TZVPD basis.

Results
Relative energy (zero: lowest compared OMol25 entry of this formula, charge and spin) = 302.4 kJ/mol
LUMO level = -0.78 eV
SMILES string = COOSI
Strongest force on any atom = 4.97 eV Å⁻¹

Each line ends with the natural charge from an NBO analysis.
Cartesian coordinates (Å):
1 C 0.025 -0.108 -0.682  -0.27
2 O 1.388 0.153 -0.624  -0.32
3 O 2.345 -0.801 0.212  -0.48
4 S 3.728 -0.168 0.444  0.54
5 I 3.635 0.867 2.668  -0.05
6 H -0.282 0.084 -1.629  0.21
7 H -0.451 0.379 0.129  0.18
8 H -0.354 -1.184 -0.542  0.19

---

Computed, not measured: a molecular structure, C32H34N5O3RuSTe, with the ωB97M-V functional and the def2-TZVPD basis.

Results
Relative energy (zero: lowest compared OMol25 entry of this formula, charge and spin) = 27.8 kJ/mol
LUMO level (spin up / spin down) = -6.39 / -6.37 eV
Charge = +2
Strongest force on any atom = 0.40 eV Å⁻¹
Expectation value of S² = 0.760
Multiplicity = 2

Each line ends with the Löwdin spin population.
Cartesian coordinates (Å):
1 Ru 1.105 -0.854 1.208  0.89
2 N 1.707 -2.116 2.823  -0.01
3 N 3.110 -1.946 2.907  0.00
4 C 3.751 -0.981 2.119  0.01
5 O 4.864 -0.621 2.367  0.01
6 O 3.011 -0.543 1.097  0.08
7 H 1.280 -1.933 3.729  0.00
8 H 1.493 -3.083 2.583  0.00
9 H 3.579 -2.235 3.752  0.00
10 N 0.827 -0.103 -0.657  0.00
11 S 2.116 0.022 -1.677  0.00
12 C 2.387 1.764 -1.971  0.00
13 C 1.940 2.679 -1.036  0.00
14 C 2.256 4.021 -1.203  0.00
15 C 3.016 4.422 -2.291  0.00
16 C 3.470 3.488 -3.215  0.00
17 C 3.163 2.146 -3.059  0.00
18 C 1.478 -0.509 -3.238  0.00
19 C 1.989 -1.687 -3.764  0.00
20 C 1.494 -2.147 -4.977  0.00
21 C 0.506 -1.431 -5.636  0.00
22 C 0.004 -0.250 -5.098  0.00
23 C 0.491 0.224 -3.893  0.00
24 H -0.038 -0.183 -1.178  0.00
25 H 1.352 2.345 -0.194  0.00
26 H 1.909 4.748 -0.481  0.00
27 H 3.263 5.467 -2.421  0.00
28 H 4.065 3.804 -4.061  0.00
29 H 3.518 1.416 -3.775  0.00
30 H 2.767 -2.228 -3.241  0.00
31 H 1.888 -3.056 -5.408  0.00
32 H 0.130 -1.788 -6.586  0.00
33 H -0.753 0.310 -5.630  0.00
34 H 0.137 1.162 -3.482  0.00
35 C -0.428 2.437 2.122  0.00
36 Te 0.740 0.912 3.046  -0.04
37 C 2.401 2.225 2.755  0.01
38 C 1.774 3.578 2.524  0.00
39 C 2.556 4.728 2.604  0.00
40 C 1.989 5.971 2.379  0.00
41 C 0.636 6.075 2.074  0.00
42 C -0.146 4.936 1.993  0.00
43 C 0.421 3.683 2.217  0.00
44 H -1.366 2.526 2.666  0.00
45 H -0.636 2.130 1.097  0.00
46 H 2.975 1.858 1.904  0.00
47 H 3.020 2.192 3.649  0.00
48 H 3.608 4.648 2.850  0.00
49 H 2.598 6.861 2.454  0.00
50 H 0.189 7.047 1.912  0.00
51 H -1.202 5.018 1.768  0.00
52 C -5.082 -2.828 -0.150  0.00
53 N -3.873 -2.025 -0.063  0.00
54 N -2.790 -2.456 0.661  0.01
55 C -1.845 -1.483 0.660  0.00
56 O -0.739 -1.676 1.285  0.05
57 C -2.366 -0.405 -0.075  0.00
58 C -3.630 -0.784 -0.500  0.00
59 C -4.626 -0.008 -1.289  0.00
60 C -2.703 -3.772 1.221  0.00
61 C -2.963 -3.946 2.572  0.00
62 C -2.881 -5.222 3.111  0.00
63 C -2.548 -6.298 2.299  0.00
64 C -2.289 -6.109 0.948  0.00
65 C -2.362 -4.836 0.401  0.00
66 H -5.398 -3.130 0.846  0.00
67 H -4.915 -3.711 -0.764  0.00
68 H -5.856 -2.214 -0.599  0.00
69 H -1.889 0.542 -0.257  0.00
70 H -4.165 0.900 -1.669  0.00
71 H -5.476 0.278 -0.668  0.00
72 H -5.000 -0.583 -2.135  0.00
73 H -3.231 -3.096 3.185  0.00
74 H -3.088 -5.377 4.161  0.00
75 H -2.494 -7.292 2.721  0.00
76 H -2.032 -6.951 0.320  0.00
77 H -2.159 -4.668 -0.650  0.00

---

Computed, not measured: 2 unconnected molecules or ions with the total composition C2H6O4PS, with the ωB97M-V functional and the def2-TZVPD basis.

Results
Relative energy (zero: lowest compared OMol25 entry of this formula, charge and spin) = 515.1 kJ/mol
LUMO level (spin up / spin down) = 3.33 / 3.41 eV
Charge = -1
Strongest force on any atom = 5.21 eV Å⁻¹

Each line ends with the natural charge from an NBO analysis.
Cartesian coordinates (Å):
1 C -0.097 1.101 -1.064  -1.12
2 C 0.448 -1.523 1.336  -0.85
3 O 2.193 2.265 -0.420  -1.08
4 O -0.270 1.876 1.918  -0.94
5 O 1.329 -1.288 -1.200  -0.99
6 O 2.963 -1.199 0.604  -0.97
7 P 1.186 1.329 0.067  1.60
8 S 1.659 -0.845 0.145  1.82
9 H 0.205 1.903 -1.724  0.25
10 H -0.128 0.201 -1.626  0.27
11 H -0.921 1.300 -0.361  0.29
12 H -0.460 -0.961 1.112  0.25
13 H 0.268 -2.598 1.094  0.23
14 H 0.814 -1.402 2.320  0.24

---

Computed, not measured: a single C22H24ClN3O4 molecule, with the ωB97M-V functional and the def2-TZVPD basis.

Results
LUMO level = 0.46 eV
SMILES string = CCOc1c(Cl)cc([C@@H]2NC(=O)NC(C)=C2C(=O)NCc2ccccc2)cc1OC
Strongest force on any atom = 0.69 eV Å⁻¹

Each line ends with the natural charge from an NBO analysis.
Cartesian coordinates (Å):
1 C 1.761 4.870 -0.848  -0.64
2 C 1.701 4.362 0.587  -0.06
3 O 1.855 2.952 0.666  -0.50
4 C 0.983 2.150 -0.009  0.16
5 C 1.528 1.089 -0.734  0.04
6 Cl 3.242 0.929 -0.781  0.02
7 C 0.741 0.162 -1.394  -0.29
8 C -0.636 0.286 -1.342  -0.02
9 C -1.519 -0.772 -1.984  -0.07
10 N -2.750 -0.230 -2.513  -0.62
11 C -3.937 -0.200 -1.864  0.78
12 O -4.884 0.470 -2.217  -0.64
13 N -4.020 -1.033 -0.762  -0.64
14 C -3.027 -1.925 -0.387  0.24
15 C -3.465 -2.959 0.603  -0.66
16 C -1.809 -1.828 -0.936  -0.19
17 C -0.623 -2.668 -0.625  0.67
18 O 0.111 -3.100 -1.492  -0.63
19 N -0.404 -2.886 0.697  -0.61
20 C 0.831 -3.461 1.172  -0.25
21 C 1.741 -2.471 1.859  -0.05
22 C 1.518 -1.103 1.806  -0.19
23 C 2.390 -0.221 2.423  -0.20
24 C 3.495 -0.701 3.102  -0.22
25 C 3.724 -2.066 3.165  -0.20
26 C 2.852 -2.944 2.549  -0.21
27 C -1.205 1.333 -0.629  -0.33
28 C -0.422 2.264 0.039  0.33
29 O -0.938 3.294 0.770  -0.51
30 C -2.336 3.469 0.804  -0.25
31 H 1.750 5.957 -0.854  0.22
32 H 0.907 4.507 -1.416  0.21
33 H 2.671 4.521 -1.330  0.22
34 H 2.548 4.745 1.163  0.19
35 H 0.769 4.678 1.067  0.19
36 H 1.201 -0.654 -1.928  0.25
37 H -0.960 -1.247 -2.800  0.24
38 H -2.671 0.402 -3.295  0.42
39 H -4.943 -1.135 -0.368  0.42
40 H -2.743 -3.766 0.668  0.25
41 H -4.424 -3.375 0.295  0.23
42 H -3.596 -2.516 1.591  0.22
43 H -0.960 -2.386 1.372  0.40
44 H 1.336 -3.867 0.289  0.25
45 H 0.609 -4.291 1.854  0.20
46 H 0.668 -0.710 1.265  0.20
47 H 2.209 0.841 2.360  0.22
48 H 4.179 -0.014 3.578  0.21
49 H 4.586 -2.447 3.693  0.21
50 H 3.034 -4.008 2.594  0.21
51 H -2.280 1.410 -0.591  0.23
52 H -2.501 4.362 1.405  0.20
53 H -2.836 2.619 1.278  0.18
54 H -2.749 3.624 -0.197  0.18

---

Computed, not measured: a gas-phase ion, C2H5N2O3 (charge +1), with the ωB97M-V functional and the def2-TZVPD basis.

Results
Relative energy (zero: lowest compared OMol25 entry of this formula, charge and spin) = 304.7 kJ/mol
LUMO level = -5.08 eV
Charge = +1
SMILES string = NC(=[NH2+])C(=O)OO
Strongest force on any atom = 3.61 eV Å⁻¹

Each line ends with the natural charge from an NBO analysis.
Cartesian coordinates (Å):
1 N 1.459 0.939 0.512  -0.69
2 C 0.708 0.047 -0.099  0.47
3 N 1.137 -1.175 -0.365  -0.68
4 C -0.757 0.496 -0.113  0.70
5 O -1.060 1.615 -0.436  -0.46
6 O -1.485 -0.569 0.158  -0.25
7 O -2.870 -0.214 0.239  -0.34
8 H 1.002 1.852 0.765  0.45
9 H 2.414 1.129 0.561  0.44
10 H 0.595 -1.851 -0.905  0.46
11 H 2.082 -1.329 -0.095  0.43
12 H -3.224 -0.940 -0.221  0.48

---

Computed, not measured: a molecular structure, C28H29NOP2Pd, with the ωB97M-V functional and the def2-TZVPD basis.

Results
Relative energy (zero: lowest compared OMol25 entry of this formula, charge and spin) = 0.0 kJ/mol
LUMO level (spin up / spin down) = -5.72 / -9.45 eV
Charge = +2
Strongest force on any atom = 3.76 eV Å⁻¹
Expectation value of S² = 6.110
Multiplicity = 5

Each line ends with the Löwdin spin population.
Cartesian coordinates (Å):
1 C -1.581 1.708 -4.295  -0.01
2 C -0.441 1.400 -3.561  0.12
3 C -0.266 2.096 -2.320  0.00
4 C -1.464 2.400 -1.619  0.10
5 C -2.636 2.659 -2.333  0.00
6 C -2.648 2.405 -3.705  0.14
7 C -1.362 2.154 -0.163  0.12
8 C -0.133 2.798 0.352  0.09
9 C 1.017 2.496 -0.422  0.00
10 C 2.210 2.217 0.322  0.10
11 C 2.370 2.866 1.545  0.00
12 C 1.294 3.548 2.140  0.12
13 C 0.013 3.426 1.595  0.00
14 H -1.646 1.360 -5.333  0.00
15 H -3.514 3.042 -1.794  0.00
16 H -3.516 2.685 -4.307  0.01
17 H -2.275 2.350 0.415  0.00
18 H 3.342 2.812 2.042  0.00
19 H 1.449 4.109 3.063  0.01
20 H -0.875 3.786 2.120  0.00
21 N 0.955 2.256 -1.754  0.30
22 Pd 0.052 -1.061 -0.492  1.01
23 C 0.484 0.248 -3.852  0.04
24 H 1.512 0.517 -3.574  0.01
25 H 0.443 -0.045 -4.907  0.00
26 C 3.073 1.090 -0.175  0.06
27 H 3.189 1.164 -1.266  0.00
28 H 4.049 1.080 0.326  0.01
29 P 0.055 -1.249 -2.826  0.12
30 P 2.282 -0.582 0.124  0.23
31 C 2.435 -0.851 1.906  0.03
32 H 2.495 -1.932 2.094  0.00
33 H 3.338 -0.352 2.285  0.01
34 H 1.534 -0.454 2.391  0.00
35 C 3.521 -1.677 -0.626  0.04
36 H 4.472 -1.537 -0.093  0.01
37 H 3.204 -2.723 -0.543  0.00
38 H 3.654 -1.408 -1.684  0.00
39 C -1.601 -1.762 -3.347  0.04
40 H -1.631 -1.905 -4.434  0.01
41 H -1.857 -2.704 -2.844  0.00
42 H -2.332 -1.000 -3.054  0.00
43 C 1.155 -2.522 -3.501  0.00
44 H 1.049 -3.460 -2.943  0.00
45 H 0.887 -2.694 -4.553  0.00
46 H 2.197 -2.182 -3.447  0.00
47 C 0.353 -3.022 -0.296  0.14
48 O 0.598 -4.143 -0.217  0.02
49 H -1.093 0.955 -0.096  0.06
50 C -0.747 -0.548 1.208  0.40
51 C -1.184 -0.638 2.365  0.20
52 C -1.764 -1.035 3.586  0.11
53 C -3.091 -1.514 3.601  0.09
54 C -3.572 -2.168 4.731  0.01
55 C -2.765 -2.302 5.868  0.17
56 C -1.475 -1.757 5.878  0.01
57 C -0.979 -1.088 4.759  0.09
58 H -3.697 -1.396 2.697  0.00
59 H -4.576 -2.585 4.713  0.00
60 H -3.142 -2.830 6.743  0.01
61 H -0.841 -1.858 6.754  0.00
62 H 0.019 -0.641 4.746  0.00